No. 1
Entry from OMol25: C12H17BN6O2Tc as an isolated structure (the ωB97M-V functional and the def2-TZVPD basis).

Results
HOMO (spin up / spin down), hartree: -0.5908 / -0.5769
Relative energy (zero: lowest compared OMol25 entry of this formula, charge and spin), eV: 0.0000
HOMO-LUMO gap (spin up / spin down), eV: 7.94 / 4.15
Charge: +2
Multiplicity: 4

Geometry (Å):
O -3.20 -0.69 -1.21
H 0.50 0.29 3.85
Tc -0.36 -0.68 -0.10
H -3.65 -0.62 1.27
H 2.50 2.05 4.32
C 0.58 3.11 -1.57
H -2.24 1.41 -1.98
H 1.34 3.87 -1.58
H -4.81 -2.65 -1.36
N 2.48 0.02 -0.81
C 2.19 -2.13 -1.29
C -3.44 -1.34 2.08
C -3.83 -3.02 -1.01
C 3.53 -1.79 -1.59
H 1.70 -3.08 -1.40
H 4.31 -2.42 -1.96
N 0.83 1.93 -0.99
H -4.26 -2.08 2.21
O -1.60 -2.13 -0.54
B 2.13 1.44 -0.34
N 1.54 -1.03 -0.79
N 0.97 0.59 1.74
H 3.41 2.76 1.84
C 3.65 -0.43 -1.27
N -0.32 1.13 -1.07
C 1.10 0.78 3.09
C 2.13 1.70 3.37
N 1.94 1.40 1.18
C -0.73 3.11 -2.07
C 2.63 2.08 2.12
H -3.26 -0.84 3.06
H -2.51 -1.85 1.74
H 4.49 0.25 -1.34
H -3.98 -3.50 -0.03
C -1.27 1.85 -1.77
H -3.48 -3.77 -1.72
C -2.85 -1.85 -0.93
H -1.21 3.91 -2.57
H 3.04 2.20 -0.59

***

No. 2
Entry from OMol25: C12H17Br21O3 as an isolated structure (the ωB97M-V functional and the def2-TZVPD basis).

Results
HOMO, hartree: -0.3571
HOMO-LUMO gap, eV: 9.41
Charge: 0

Geometry (Å):
H 4.09 -3.68 0.01
H -4.98 1.45 -3.00
H -6.90 1.92 -5.84
H -5.92 0.53 -8.38
Br 8.89 -2.96 6.93
C -7.05 1.38 -6.77
C -5.77 1.26 -7.59
H -3.42 2.62 -6.87
H 1.67 -0.99 4.46
Br 5.80 -4.78 1.41
C 1.48 -0.82 3.41
Br -1.03 8.01 -0.89
Br 7.37 -3.24 4.14
C -4.58 0.85 -6.70
C -0.24 7.45 -2.56
Br 1.48 1.08 3.14
Br 1.63 7.05 -2.35
H 1.12 -3.30 9.57
C -0.43 2.31 -0.82
Br 2.10 -5.68 6.07
Br -1.73 2.47 -2.23
Br 0.46 -3.47 11.94
C -3.73 2.59 -3.85
C 8.51 -2.13 5.23
Br 3.93 -5.98 -0.87
O -3.84 3.79 -3.80
C 3.15 -4.07 5.96
Br 3.09 -4.49 10.46
H -5.49 2.22 -8.02
O -3.27 1.89 -4.89
H -7.45 0.39 -6.61
Br 0.24 -5.61 9.59
Br -0.91 0.95 0.45
H -3.83 0.41 -7.35
C 1.21 -4.10 10.29
H -0.32 8.29 -3.24
H 3.35 -3.89 4.91
Br -0.22 -1.61 3.01
Br 2.19 -2.54 6.64
C 4.84 -4.42 -0.22
Br 4.86 -4.27 6.83
Br -0.10 4.01 0.04
Br -1.21 5.99 -3.34
O -4.11 1.81 -2.77
H -4.90 0.15 -5.93
H 0.51 2.01 -1.27
H 9.45 -2.02 4.71
H -7.79 1.92 -7.37
Br 5.99 -3.65 -1.56
C -4.01 2.13 -6.11
Br 7.77 -0.37 5.44
Br 2.91 -1.67 2.44
H -4.85 2.79 -5.89

***

No. 3
Entry from OMol25: C12H17ClFeN7O5 as an isolated structure (the ωB97M-V functional and the def2-TZVPD basis).

Results
HOMO (spin up / spin down), hartree: -0.2635 / -0.2632
Relative energy (zero: lowest compared OMol25 entry of this formula, charge and spin), eV: 1.5964
HOMO-LUMO gap (spin up / spin down), eV: 6.29 / 5.92
Charge: 0
Multiplicity: 2

Geometry (Å):
O -4.18 0.24 -0.13
C -2.26 1.44 1.57
C 1.36 5.40 -2.75
H 5.32 -0.17 -0.09
C 1.90 5.05 -3.99
H -1.99 -0.35 -2.14
H -1.67 2.35 1.68
H 4.07 -1.47 -1.43
C 3.28 -0.24 -0.03
Fe -0.15 0.03 0.43
H 0.25 1.04 -1.85
O -0.84 -0.32 2.26
H 4.52 0.85 1.09
N -1.98 0.78 0.32
H -3.32 1.65 1.73
H -0.20 2.30 -0.55
N 3.21 -1.21 -0.97
C -2.41 -0.87 -1.28
H -3.21 -1.52 -1.61
O 3.05 1.62 1.97
H -1.67 -2.02 0.26
C -1.76 0.51 2.68
N 4.48 0.20 0.31
Cl 0.18 4.91 -0.40
N 2.13 0.20 0.46
H 1.90 -2.53 -1.66
C 0.26 2.07 -1.49
H -0.98 -2.35 -1.19
C -2.96 0.13 -0.29
O 0.92 1.54 1.58
H 1.34 1.72 -3.90
O -2.19 0.61 3.81
C 0.80 3.06 -2.31
H 2.31 5.82 -4.63
N 2.07 1.17 1.40
H 1.36 6.43 -2.42
H 1.94 -1.10 -2.50
C 1.36 2.75 -3.58
N 2.00 -1.53 -1.58
H 2.32 3.44 -5.35
C 1.90 3.72 -4.39
N -1.31 -1.60 -0.60
C 0.83 4.43 -1.93

***

No. 4
Entry from OMol25: an isolated molecule of C12H17F2N (the ωB97M-V functional and the def2-TZVPD basis).

Results
HOMO, hartree: -0.3291
Relative energy (zero: lowest compared OMol25 entry of this formula, charge and spin), eV: 0.3615
HOMO-LUMO gap, eV: 9.56
Charge: 0

Geometry (Å):
H 0.49 -1.00 0.98
H -3.78 -1.67 -1.27
H 1.88 -1.85 0.47
H 2.84 -0.60 2.62
F 2.57 1.90 -0.85
H -1.64 0.20 0.06
C 2.30 0.17 0.77
H -1.56 -1.55 -0.84
H 3.36 0.02 0.28
H 0.42 2.12 1.62
H 0.83 3.37 0.40
C 1.86 1.59 0.28
F -1.50 3.33 -1.81
C -0.21 1.32 -1.86
H 1.50 0.33 2.74
C 1.01 2.42 0.78
H 3.16 1.02 2.75
N -2.62 1.46 -1.76
C -0.21 0.05 -1.41
C 1.35 -0.94 0.29
H -4.74 -0.46 -2.11
C 0.99 -0.76 -1.20
H -2.28 -0.25 -2.78
C -1.48 2.02 -1.86
C -1.52 -0.43 -0.82
H 0.88 -1.79 -1.67
C 2.50 0.25 2.21
H 0.67 1.88 -2.19
H -4.10 -0.17 -0.40
C -3.89 -0.64 -1.42
H 1.87 -0.48 -1.83
C -2.54 0.01 -1.78

***

No. 5
Entry from OMol25: C12H17F3N4O3PtSTe as an isolated structure (the ωB97M-V functional and the def2-TZVPD basis).

Results
HOMO, hartree: -0.2504
Relative energy (zero: lowest compared OMol25 entry of this formula, charge and spin), eV: 0.4255
HOMO-LUMO gap, eV: 7.02
Charge: 0

Geometry (Å):
H 2.99 -1.50 0.56
H 3.47 0.64 0.95
C 1.15 -0.06 3.50
H -2.09 -1.76 -7.65
Pt 0.43 -0.19 -1.56
C -1.91 -1.61 -6.60
H 2.86 1.22 3.22
C -0.75 -1.72 -4.59
C -0.75 -2.05 -5.91
N 2.17 -0.92 0.63
Te 0.70 -2.20 -3.14
N -1.83 1.90 1.08
O 0.66 1.33 -0.07
C -2.78 -0.95 -5.78
S -2.18 -0.87 -4.17
C 1.50 0.85 -2.77
C -0.89 -1.25 -0.35
H 3.21 -0.50 3.08
H -2.60 1.49 0.58
N -0.43 1.83 2.88
H 0.06 -2.59 -6.38
C 2.49 0.27 2.82
H -0.42 0.80 4.71
F -1.04 -2.58 -0.48
C 0.29 1.13 3.95
N -2.36 0.53 2.86
H -2.10 0.08 3.72
H 1.45 -1.44 1.12
O 2.13 1.50 -3.44
H -1.03 2.16 0.50
H -3.04 0.05 2.29
H 0.17 2.45 2.34
C 2.47 0.35 1.27
F -2.18 -0.75 -0.45
F -0.61 -1.10 1.01
H 0.55 -0.73 2.88
H 1.37 -0.62 4.42
H 0.92 1.88 4.41
C -1.52 1.39 2.27
C 1.55 1.49 0.83
O 1.66 2.55 1.46
H -3.72 -0.50 -6.03

***

No. 6
Entry from OMol25: an isolated molecule of C12H17N (the ωB97M-V functional and the def2-TZVPD basis).

Results
HOMO, hartree: -0.2674
Relative energy (zero: lowest compared OMol25 entry of this formula, charge and spin), eV: 2.1694
HOMO-LUMO gap, eV: 8.24
Charge: 0

Geometry (Å):
C -1.49 -2.26 -0.35
C 2.22 -1.46 1.34
C 0.92 1.91 0.00
H -1.23 1.96 1.63
H 2.11 -2.49 0.97
H 2.63 0.66 -1.53
H -2.49 2.21 0.30
H 1.77 -1.03 -1.55
H 1.31 1.80 1.04
H 3.92 -1.08 0.03
C -2.58 -0.19 0.35
C -2.62 -1.63 0.10
C -1.40 0.49 0.17
H 0.35 -2.19 -1.30
H 2.70 -1.36 2.38
C -0.41 2.66 -0.15
H 1.11 -0.92 1.45
H -3.51 -2.16 0.22
H -0.24 3.72 0.10
H 1.75 2.40 -0.52
C -1.48 1.90 0.62
H -1.48 -3.37 -0.56
N 0.84 0.59 -0.67
C 2.15 -0.13 -0.93
H 3.42 0.29 0.75
H -3.38 0.48 0.79
C -0.39 -1.52 -0.69
C -0.28 -0.13 -0.42
C 3.01 -0.61 0.27
H -0.55 2.73 -1.31

***

| no. | molar mass (Da) | total energy (Eh) |
| --- | --- | --- |
| 1 | 386.12 | -1051.4929 |
| 2 | 1887.25 | -54747.3363 |
| 3 | 430.61 | -2950.6810 |
| 4 | 213.27 | -721.8499 |
| 5 | 677.03 | -1997.4128 |
| 6 | 175.28 | -522.1405 |